{
  "formula": "C12H27N4O6",
  "method": "ωB97M-V/def2-TZVPD",
  "charge": 1,
  "spin_multiplicity": 1,
  "homo_energy_ev": -12.635,
  "e_lumo_ev": -4.784,
  "total_energy_ha": -1143.2330,
  "elements": ["C", "C", "O", "C", "C", "C", "N", "C", "N", "C", "C", "O", "C", "C", "H", "H", "H", "H", "H", "H", "H", "H", "H", "H", "H", "H", "H", "H", "H", "H", "H", "H", "H", "H", "H", "C", "N", "O", "O", "H", "H", "H", "C", "N", "O", "O", "H", "H", "H"],
  "xyz": [[2.5310, 2.8452, -0.3005], [2.7170, 1.3729, -1.0445], [1.4521, 0.6658, -1.2955], [0.6306, 1.3266, -2.3210], [-0.9444, 1.2804, -1.7629], [-1.9877, 2.4400, -2.2890], [-1.3920, 3.0380, -3.5808], [-3.2001, 1.5012, -2.9426], [-2.9422, 0.1910, -2.6122], [-1.7226, -0.1624, -1.7352], [-0.9458, -1.3813, -2.5615], [-2.3885, -0.6258, -0.5071], [-1.4375, -0.8553, 0.5931], [-1.0117, -2.4417, 0.7181], [3.2127, 2.9687, 0.6524], [2.8921, 3.6668, -1.0879], [1.3942, 3.0432, -0.0986], [3.3165, 0.7061, -0.2568], [3.4310, 1.4409, -1.9916], [0.9768, 2.4339, -2.5802], [0.6649, 0.7486, -3.3643], [-0.7705, 1.6261, -0.6352], [-2.2876, 3.3224, -1.5791], [-2.2068, 3.0737, -4.2430], [-1.1564, 4.0203, -3.3013], [-4.0809, 1.9780, -3.5837], [-3.5591, -0.6049, -2.9372], [-1.6354, -2.3286, -2.6140], [0.0544, -1.6764, -1.9959], [-0.6957, -1.0542, -3.6683], [-0.4969, -0.1583, 0.5879], [-2.0285, -0.5983, 1.5978], [0.0241, -2.5593, 0.1526], [-0.9356, -2.7242, 1.8713], [-1.8424, -3.0583, 0.1705], [-2.2612, -2.6360, 4.9506], [-0.9930, -1.8879, 4.7370], [-0.9526, -0.7174, 5.1337], [-0.0739, -2.4968, 4.1772], [-2.9779, -1.9810, 5.4506], [-2.6344, -2.9389, 3.9702], [-2.0315, -3.5030, 5.5736], [3.7028, -1.4236, 2.7733], [4.4773, -0.5597, 1.8418], [5.2563, -1.1223, 1.0638], [4.2812, 0.6588, 1.9182], [3.9742, -2.4665, 2.5961], [3.9614, -1.1254, 3.7913], [2.6425, -1.2611, 2.5689]]
}

=====

{
  "formula": "C13H30N3O6PtTi2",
  "method": "ωB97M-V/def2-TZVPD",
  "charge": 3,
  "spin_multiplicity": 9,
  "homo_energy_ev": [-16.230, -16.224],
  "e_lumo_ev": [-11.724, -13.506],
  "total_energy_ha": -2945.8377,
  "elements": ["Pt", "Ti", "Ti", "C", "C", "N", "C", "C", "C", "C", "C", "O", "C", "H", "H", "H", "H", "H", "H", "H", "H", "H", "H", "H", "H", "H", "H", "H", "H", "H", "H", "H", "H", "C", "O", "O", "O", "O", "C", "N", "C", "H", "H", "H", "H", "H", "O", "C", "N", "C", "H", "H", "H", "H", "H"],
  "xyz": [[1.2256, 2.8111, -3.8392], [1.9782, -0.3255, -5.0365], [-1.2394, 0.8737, -4.9247], [-3.0541, 3.0568, 0.1799], [-3.0656, 1.9734, 1.2939], [-2.0792, 0.7636, 1.0277], [-2.5414, 0.1353, -0.3574], [-0.5609, 1.2818, 1.1014], [0.4514, 0.0488, 1.2380], [-2.2709, -0.3770, 2.0877], [-2.4414, 0.0365, 3.5535], [-1.2308, 0.7886, 3.8470], [-0.9819, 0.9724, 5.2245], [-3.6432, 3.9482, 0.3951], [-3.5085, 2.6702, -0.7323], [-2.1673, 3.6313, -0.0876], [-4.0832, 1.7293, 1.5987], [-2.5223, 2.3861, 2.1440], [-1.9001, -0.7266, -0.5420], [-2.2652, 0.7746, -1.1959], [-3.5602, -0.2518, -0.3394], [-0.5169, 1.9243, 1.9807], [-0.3318, 1.9745, 0.2916], [0.3431, -0.7233, 0.4763], [0.4643, -0.2316, 2.2913], [1.4819, 0.3866, 1.1277], [-1.5798, -1.1992, 1.9021], [-3.2356, -0.7344, 1.7275], [-2.4215, -0.7370, 4.3212], [-3.3302, 0.6218, 3.7893], [-0.0047, 0.6111, 5.5449], [-1.7471, 0.5560, 5.8796], [-0.9138, 2.0518, 5.3599], [0.5417, 0.4233, -2.8746], [-0.0699, 1.4913, -2.7725], [0.1028, -0.5157, -3.4730], [1.6856, 0.7014, -2.9916], [-0.1062, -4.8350, -0.9871], [0.2726, -3.7581, -1.4710], [-0.3653, -3.1064, -2.4427], [1.5687, -3.2079, -0.9775], [-1.2392, -3.4335, -2.8293], [-0.0267, -2.1962, -2.7203], [2.2018, -3.0920, -1.8572], [1.8926, -3.8819, -0.1845], [1.4767, -2.1950, -0.5853], [6.0159, -1.5986, -2.1159], [5.1495, -0.7651, -1.9189], [4.3404, -0.5097, -2.9457], [4.9141, 0.0537, -0.6442], [3.5159, 0.0732, -2.9238], [4.4895, -1.1315, -3.7276], [5.3530, -0.5490, 0.1509], [3.9355, 0.4343, -0.3517], [5.6032, 0.8973, -0.6847]]
}

=====

{
  "formula": "C5H9IN2S",
  "method": "ωB97M-V/def2-TZVPD",
  "charge": 0,
  "spin_multiplicity": 1,
  "homo_energy_ev": -8.730,
  "de_lowest_kcal_mol": 49.4,
  "e_lumo_ev": -0.500,
  "total_energy_ha": -1001.2406,
  "smiles": "[H]/N=C/C[C@@H](C)/N=C/SI",
  "elements": ["C", "C", "C", "C", "C", "N", "N", "S", "I", "H", "H", "H", "H", "H", "H", "H", "H", "H"],
  "xyz": [[-0.6630, -0.1910, -1.5544], [2.5056, 0.9720, 1.3938], [0.2876, -1.4111, 1.4474], [0.6617, -0.4817, -0.9282], [0.7338, -0.2719, 0.5349], [-1.0338, 0.9963, -1.7742], [2.1454, -0.0972, 0.8524], [4.1530, 0.9203, 1.8158], [4.7022, 3.1740, 2.3207], [-1.2256, -1.0325, -1.8576], [1.8478, 1.7437, 1.5642], [0.8140, -2.2735, 1.2559], [0.6181, -1.1186, 2.4830], [-0.8344, -1.5978, 1.6163], [0.8522, -1.5891, -1.1722], [1.4496, 0.2701, -1.3323], [0.2193, 0.7076, 0.9008], [-1.7108, 0.9550, -2.5342]]
}

=====

{
  "formula": "C3H7NO3PS",
  "method": "ωB97M-V/def2-TZVPD",
  "charge": -1,
  "spin_multiplicity": 1,
  "homo_energy_ev": -3.759,
  "de_lowest_kcal_mol": 28.0,
  "e_lumo_ev": 3.478,
  "total_energy_ha": -1138.6302,
  "elements": ["C", "C", "C", "N", "O", "O", "O", "P", "S", "H", "H", "H", "H", "H", "H", "H"],
  "xyz": [[-1.4830, -0.8652, -0.3806], [-2.1310, 0.2413, 0.4934], [0.7960, -0.0030, -0.7992], [-0.0079, -0.8338, -0.2162], [3.2703, -0.6725, -0.8096], [2.6708, 1.6180, 0.1983], [2.1035, -0.4055, 1.5468], [2.3951, 0.0651, 0.1315], [-1.5102, 1.8683, -0.0570], [-1.9948, -1.9158, -0.1738], [-1.6621, -0.6427, -1.4697], [-3.3040, 0.2611, 0.2307], [-1.8901, 0.0868, 1.5140], [0.3885, 0.4744, -1.7813], [2.0782, 1.8746, 0.7863], [0.2808, -1.1511, 0.7862]]
}

=====

{
  "formula": "C28H44BrIrN3P2",
  "method": "ωB97M-V/def2-TZVPD",
  "charge": 4,
  "spin_multiplicity": 6,
  "homo_energy_ev": [-18.250, -20.208],
  "de_lowest_kcal_mol": 18.5,
  "e_lumo_ev": [-12.108, -14.793],
  "total_energy_ha": -4616.9271,
  "elements": ["N", "C", "C", "C", "C", "C", "C", "Ir", "P", "C", "C", "C", "C", "C", "C", "C", "Br", "H", "H", "H", "H", "H", "H", "H", "H", "H", "H", "P", "C", "C", "H", "H", "H", "H", "H", "C", "C", "H", "H", "H", "H", "H", "C", "C", "H", "H", "H", "H", "H", "C", "C", "H", "H", "H", "H", "H", "C", "C", "H", "H", "H", "H", "H", "C", "C", "H", "H", "H", "H", "H", "N", "C", "C", "N", "C", "H", "H", "H", "H"],
  "xyz": [[3.5448, 4.3972, -0.9393], [4.0871, 3.5869, -0.0322], [3.5952, 2.2882, 0.2034], [2.4969, 1.8267, -0.5577], [1.9972, 2.6691, -1.5760], [2.5343, 3.9673, -1.6885], [1.9595, 0.4520, -0.2734], [0.1586, -0.0487, 0.3831], [-1.8986, -2.3812, -0.0936], [1.0908, -0.1748, -1.3186], [1.5804, -1.4762, -1.8842], [1.0842, -1.8611, -3.1377], [1.4703, -3.0570, -3.7191], [2.3862, -3.8866, -3.0472], [2.9447, -3.4691, -1.8201], [2.5338, -2.2649, -1.2361], [2.8053, -5.5185, -3.7325], [2.7496, -0.1777, 0.1586], [0.7326, 0.4804, -2.1172], [4.0771, 1.6546, 0.9468], [1.1919, 2.3796, -2.2516], [4.9427, 3.9604, 0.5405], [2.1206, 4.6560, -2.4259], [0.4138, -1.1944, -3.6808], [2.9713, -1.9706, -0.2847], [1.0551, -3.3517, -4.6799], [3.7066, -4.0591, -1.3165], [-1.0498, 1.8203, 0.3024], [-0.4696, -3.4944, -0.2437], [-0.6705, -4.6340, -1.2500], [-0.2376, -3.8914, 0.7600], [0.3662, -2.8552, -0.5559], [0.2542, -5.2225, -1.3219], [-1.4938, -5.2862, -0.9308], [-0.8957, -4.2497, -2.2541], [-1.9370, -1.1411, -1.3797], [-2.8531, -1.5033, -2.5497], [-0.8998, -0.9880, -1.7213], [-2.2816, -0.2129, -0.8908], [-2.8588, -0.6855, -3.2834], [-2.4998, -2.4210, -3.0403], [-3.8729, -1.6654, -2.1765], [-2.1271, -1.8513, 1.6051], [-2.7661, -2.8919, 2.5226], [-2.7143, -0.9210, 1.5856], [-1.1012, -1.6166, 1.9192], [-2.7261, -2.5248, 3.5551], [-3.8162, -3.0376, 2.2452], [-2.2455, -3.8538, 2.4655], [-2.4037, 1.7836, 1.5706], [-2.6223, 3.0277, 2.4195], [-2.1988, 0.9399, 2.2382], [-3.3130, 1.5298, 1.0098], [-1.7968, 3.2260, 3.1126], [-2.7836, 3.9291, 1.8178], [-3.5167, 2.8873, 3.0353], [-1.9143, 2.1544, -1.3139], [-1.7169, 3.4982, -2.0272], [-2.9913, 1.9919, -1.1159], [-1.6016, 1.3599, -2.0125], [-2.1264, 4.3411, -1.4575], [-0.6630, 3.6974, -2.2448], [-2.2392, 3.4622, -2.9918], [-0.1451, 3.3909, 0.6194], [0.8193, 3.3819, 1.8012], [-0.8440, 4.2331, 0.6959], [0.4551, 3.5811, -0.2830], [1.3711, 4.3342, 1.8218], [0.3125, 3.2557, 2.7650], [1.5710, 2.5899, 1.6930], [1.5027, -1.4720, 4.0973], [0.8106, -0.3692, 4.5774], [0.2723, 0.2634, 3.4988], [0.6469, -0.4634, 2.3626], [1.4017, -1.5000, 2.7495], [1.9805, -2.1771, 4.6420], [0.7691, -0.0850, 5.6077], [-0.3572, 1.1365, 3.4253], [1.8853, -2.2281, 2.1034]]
}

=====

{
  "formula": "C3H7NO3",
  "method": "ωB97M-V/def2-TZVPD",
  "charge": 1,
  "spin_multiplicity": 2,
  "homo_energy_ev": [-15.452, -15.487],
  "de_lowest_kcal_mol": 8.0,
  "e_lumo_ev": [-3.412, -8.692],
  "total_energy_ha": -398.6574,
  "elements": ["O", "C", "O", "C", "C", "O", "N", "H", "H", "H", "H", "H", "H", "H"],
  "xyz": [[-0.2618, -2.1548, -0.8135], [0.2505, -1.1189, -0.5685], [1.5391, -0.8175, -0.7048], [-0.4688, 0.0286, 0.2820], [-0.2723, 1.4096, -0.3715], [-0.9197, 2.3274, 0.4939], [-0.0089, 0.0112, 1.5808], [1.9654, -1.5495, -1.1859], [-1.5225, -0.2552, 0.1972], [-0.7262, 1.4472, -1.3590], [0.7809, 1.7013, -0.4367], [-1.6303, 2.8240, 0.0572], [0.5935, 0.7595, 1.9380], [-0.5587, -0.4108, 2.3298]]
}